1.
Formula: H12O6
Source: OMol25
Level of theory: wB97M-V/def2-TZVPD

Each line ends with the natural charge from an NBO analysis.
Geometry (Å):
O  -1.25625  -1.16884  -1.19224  -0.9116
H  -2.18746  -1.03930  -1.25034  0.4672
H  -1.09141  -0.31801  -0.83417  0.4441
O  2.31140  -5.68268  -6.16818  -0.9203
H  2.38933  -6.66101  -6.45825  0.4614
H  3.02157  -5.68475  -5.57274  0.4589
O  -2.93434  0.32394  0.69521  -0.9564
H  -1.96991  0.19191  0.78706  0.4778
H  -3.20536  1.05347  0.18691  0.4788
O  2.62753  3.02001  -1.26350  -0.9456
H  3.16678  3.53764  -1.79736  0.4757
H  2.44952  3.31005  -0.43530  0.4701
O  -1.62468  4.02990  4.26357  -0.9631
H  -1.33814  4.65250  3.63932  0.4761
H  -0.94873  3.45622  4.68337  0.4870
O  0.37590  -0.67813  3.41486  -0.9310
H  0.65830  -1.34026  4.12649  0.4695
H  -0.44404  -1.00266  3.17531  0.4614

SMILES: O.O.O.O.O.O
total energy: -12478.2715 eV
ΔE to the lowest compared entry with this formula, charge and spin: 274.23 kJ/mol
largest force on an atom: 4.76 eV/A
lowest unoccupied orbital energy: 0.304 eV


2.
Formula: C2H3N5O
Source: OMol25
Level of theory: wB97M-V/def2-TZVPD

Each line ends with the natural charge from an NBO analysis.
Geometry (Å):
C  0.47504  -0.23538  0.06306  0.3944
C  -0.14325  1.16571  -0.16020  0.0669
H  2.83473  0.74801  1.16521  0.3474
H  3.63683  -0.12218  -0.41948  0.3809
H  0.45233  2.17324  -0.29997  0.2522
N  2.69254  0.40291  -0.05202  -0.7030
N  1.75144  -0.69614  0.07688  -0.2931
N  -1.38006  1.22936  0.00448  -0.2898
N  -2.20628  0.18539  0.13234  -0.0199
N  -1.71902  -0.92969  0.02028  0.1597
O  -0.36062  -1.21548  -0.14208  -0.2957

SMILES: N/N=c1\cnnno1
total energy: -11613.2891 eV
ΔE to the lowest compared entry with this formula, charge and spin: 727.57 kJ/mol
largest force on an atom: 6.59 eV/A
lowest unoccupied orbital energy: -1.042 eV


3.
Formula: C25H46ClN5O5Pb
Source: OMol25
Level of theory: wB97M-V/def2-TZVPD

Each line ends with the Mulliken spin population.
Geometry (Å):
Pb  -31.27069  12.72035  20.28752  0.8250
Cl  -34.69434  14.92859  18.97611  0.0108
O  -34.09921  15.70683  17.89434  0.0011
O  -36.02133  14.48060  18.59107  -0.0019
O  -33.81205  13.84494  19.33913  -0.0474
O  -34.91844  15.80951  20.09930  0.0013
C  -27.88973  14.47375  20.27270  0.0558
C  -27.73455  13.52873  21.46273  -0.0586
C  -27.54470  14.48432  22.62867  0.0008
C  -27.63082  13.78696  24.02244  0.0023
C  -28.92553  12.98113  24.15829  -0.0013
C  -29.02441  11.82513  23.04790  0.0154
N  -28.88963  12.54578  21.72261  0.0823
O  -28.93013  11.66859  20.57515  -0.0110
C  -30.45062  11.25511  23.01517  -0.1086
C  -28.05922  10.62205  23.40530  0.0005
C  -26.30828  12.91418  21.29761  0.0016
H  -26.97189  14.62165  19.70366  0.0022
H  -28.20189  15.49798  20.47667  -0.0038
H  -28.58095  14.02885  19.55689  0.0055
H  -28.30234  15.25805  22.50451  -0.0029
H  -26.61176  15.02495  22.46917  0.0017
H  -27.44124  14.47671  24.84488  -0.0004
H  -26.76541  13.14511  24.18734  0.0001
H  -29.70611  13.73422  24.05040  0.0007
H  -29.03517  12.58745  25.16878  -0.0017
H  -30.49348  10.46753  23.76749  -0.0091
H  -30.69213  10.68363  22.11897  0.0898
H  -31.33907  11.85236  23.22027  0.0021
H  -28.13627  9.93229  22.56483  -0.0011
H  -28.41272  10.22679  24.35762  0.0011
H  -27.00012  10.87237  23.46650  -0.0003
H  -26.20811  12.41676  20.33291  0.0000
H  -26.06879  12.24207  22.12163  0.0005
H  -25.46516  13.60049  21.37659  -0.0007
C  -30.07297  19.23544  18.61931  0.0033
C  -31.54763  18.81257  18.75592  0.0071
C  -31.70331  17.91553  19.94081  0.0058
C  -31.25378  16.56217  19.74369  0.0263
N  -30.86151  15.46928  19.57529  0.1352
H  -29.88016  19.90571  17.78165  0.0000
H  -29.61723  18.25934  18.45313  -0.0014
H  -29.67006  19.76974  19.47971  -0.0015
H  -32.06066  18.53909  17.83391  0.0006
H  -32.14453  19.70137  18.96046  -0.0024
H  -32.74283  17.94734  20.26712  0.0024
H  -31.10711  18.27243  20.78061  -0.0027
C  -28.37376  15.67643  14.29169  0.0017
C  -28.56989  14.92093  15.61623  -0.0002
C  -30.02683  14.37880  15.66653  0.0155
C  -30.38380  13.46202  16.80690  0.0285
N  -30.66198  12.75714  17.70162  -0.0277
H  -27.34797  16.01377  14.14317  0.0001
H  -29.08644  16.50112  14.30043  0.0001
H  -28.67715  15.12035  13.40466  -0.0007
H  -28.36877  15.68742  16.36466  0.0010
H  -27.84241  14.11065  15.56801  0.0001
H  -30.27575  13.90969  14.71465  0.0030
H  -30.68560  15.23629  15.80374  0.0017
C  -34.78211  10.62574  25.71026  0.0118
C  -33.99996  9.76066  24.70661  -0.0040
C  -34.47035  9.88676  23.22015  0.0391
C  -34.03371  10.99483  22.44047  -0.0197
N  -33.57809  11.91404  21.87571  -0.1250
H  -34.89008  9.91957  26.53353  -0.0012
H  -35.73144  11.01709  25.34457  -0.0036
H  -34.13790  11.41290  26.10202  -0.0020
H  -33.90407  8.72578  25.03514  -0.0190
H  -33.02808  10.24306  24.60244  0.0228
H  -35.52047  9.69250  23.00198  0.0107
H  -33.95976  9.13667  22.61619  -0.0087
C  -36.31040  14.89043  24.35144  -0.0019
C  -35.08878  14.34937  23.62327  -0.0027
C  -33.95391  15.48019  23.64366  0.0017
C  -32.81637  15.13675  22.75130  0.0466
N  -31.92767  14.80068  22.08872  0.0005
H  -36.80425  15.73270  23.86688  0.0001
H  -36.19479  15.27227  25.36580  0.0000
H  -36.95069  14.04171  24.59187  0.0005
H  -35.33313  13.98697  22.62474  -0.0004
H  -34.63385  13.52681  24.17513  0.0078
H  -33.54198  15.67830  24.63319  0.0004
H  -34.32856  16.45513  23.33183  -0.0011

multiplicity: 2
charge: -1
total energy: -62117.7816 eV
largest force on an atom: 4.16 eV/A
lowest unoccupied orbital energy (spin up / spin down): 2.464 / 2.448 eV


4.
Formula: C13H28BrN6O
Source: OMol25
Level of theory: wB97M-V/def2-TZVPD

Each line ends with the natural charge from an NBO analysis.
Geometry (Å):
C  -1.54917  2.71907  -1.51547  -0.5951
C  -0.29219  1.83633  -1.70647  -0.4165
C  0.88983  2.50907  -1.02716  -0.3864
C  2.20438  1.71873  -0.97201  -0.4765
C  2.10825  0.31586  -0.52119  0.5043
N  1.08236  -0.29914  0.07222  -0.4899
C  1.47026  -1.54323  0.30037  0.5857
N  0.68899  -2.46668  0.87228  -0.5865
C  1.08376  -3.83798  1.09311  -0.0730
Br  2.63563  -3.92274  2.28151  0.0063
C  1.35407  -4.60151  -0.22447  -0.4416
C  0.59254  -5.91987  -0.30211  -0.6072
N  2.74391  -1.72467  -0.12489  -0.3765
N  3.14403  -0.53238  -0.63449  -0.1683
C  4.49789  -0.36222  -1.17530  -0.0590
N  4.55691  -0.70618  -2.57461  -0.8257
H  -1.53339  3.16329  -0.52993  0.2189
H  -2.45544  2.12932  -1.56057  0.2153
H  -1.57877  3.50729  -2.25857  0.2095
H  -0.52600  0.86449  -1.29470  0.2062
H  -0.13672  1.75210  -2.77924  0.2006
H  1.11302  3.39361  -1.61980  0.2226
H  0.61427  2.89022  -0.05135  0.2156
H  2.70925  1.75445  -1.93200  0.2445
H  2.85922  2.21174  -0.25146  0.2497
H  -0.22527  -2.14692  1.14019  0.4422
H  0.23683  -4.30342  1.57269  0.2406
H  2.42042  -4.76560  -0.34557  0.2136
H  1.04697  -3.96895  -1.05192  0.2179
H  1.15695  -6.74979  0.10373  0.2277
H  0.39966  -6.14477  -1.34583  0.2309
H  -0.37700  -5.84463  0.17786  0.2093
H  3.30693  -2.55726  -0.05531  0.4498
H  5.14890  -0.98705  -0.56788  0.1968
H  4.76688  0.67203  -1.02373  0.2298
H  5.25910  -0.15184  -3.04140  0.3893
H  4.76003  -1.68549  -2.70476  0.3719
C  -3.19929  2.93419  2.50445  -0.7210
C  -4.09338  3.33373  1.35270  0.6757
O  -3.66346  3.92362  0.37433  -0.6341
N  -5.40929  3.01214  1.44393  -0.6130
C  -6.09737  2.32173  2.52045  -0.4119
H  -2.18677  3.25945  2.28574  0.2376
H  -3.52687  3.40975  3.42907  0.2330
H  -3.20130  1.85116  2.63542  0.2201
H  -5.94987  3.30814  0.64655  0.4042
H  -6.55976  1.40970  2.13980  0.1988
H  -6.88041  2.96139  2.92925  0.2047
H  -5.40955  2.05973  3.31658  0.2089

charge: +1
total energy: -94960.3410 eV
largest force on an atom: 1.37 eV/A
lowest unoccupied orbital energy: -2.570 eV


5.
Formula: C5H13NOS2
Source: OMol25
Level of theory: wB97M-V/def2-TZVPD

Each line ends with the natural charge from an NBO analysis.
Geometry (Å):
C  3.01277  0.28578  -1.31773  -0.8469
C  1.06901  0.80643  0.33460  -0.6791
C  -0.12583  0.37572  1.29816  -0.4122
C  -1.35568  -0.34578  0.51416  -0.0926
C  -2.32496  0.63770  -0.11892  -0.5294
H  2.56138  1.11250  -1.97947  0.2332
H  3.53629  -0.23130  -2.10591  0.2497
H  3.61446  0.77840  -0.63569  0.2281
H  0.74077  1.63478  -0.32738  0.2325
H  1.87104  1.20226  0.99962  0.2347
H  -0.52237  1.18601  1.88809  0.2260
H  0.48648  -0.50218  1.89751  0.2438
H  -1.89985  -0.61219  1.35545  0.1836
H  -0.94727  -1.46666  -1.23171  0.3799
H  -0.79513  -2.23825  0.26843  0.3853
H  -2.58356  1.52090  0.67404  0.2184
H  -1.95309  1.18319  -1.08752  0.2090
H  -3.19915  -1.55332  0.36651  0.1843
N  -1.29846  -1.50068  -0.18939  -0.8300
O  2.23445  -1.41556  0.61346  -0.9882
S  1.69706  -0.56031  -0.49024  1.2785
S  -3.81837  -0.29745  -0.72609  -0.1086

total energy: -30599.6003 eV
ΔE to the lowest compared entry with this formula, charge and spin: 460.22 kJ/mol
largest force on an atom: 6.06 eV/A
lowest unoccupied orbital energy: 0.517 eV


6.
Formula: C2H4N2OS
Source: OMol25
Level of theory: wB97M-V/def2-TZVPD

Each line ends with the natural charge from an NBO analysis.
Geometry (Å):
C  0.72409  0.30640  0.00341  0.0216
C  -0.70786  -0.27874  -0.00347  0.6020
H  1.51985  2.18043  0.00538  0.4112
H  -0.23219  2.06289  -0.02109  0.4271
H  0.08275  -2.13899  -0.00761  0.4278
H  -1.69881  -2.04037  0.02369  0.4131
N  0.66214  1.63152  0.00395  -0.7291
N  -0.78180  -1.61226  -0.00008  -0.7897
O  -1.66291  0.49582  -0.00240  -0.6252
S  2.09474  -0.60671  -0.00178  -0.1589

SMILES: NC(=O)C(N)=S
total energy: -18002.6593 eV
ΔE to the lowest compared entry with this formula, charge and spin: 0.00 kJ/mol
largest force on an atom: 1.40 eV/A
lowest unoccupied orbital energy: -0.093 eV


Q: Which of these has the lowest total energy?
A: C13H28BrN6O


Q: Look up the largest force on an atom of the sixth one.
A: 1.40 eV/A


What did the fourth record say?
Formula: C13H28BrN6O
Source: OMol25
Level of theory: wB97M-V/def2-TZVPD

Each line ends with the natural charge from an NBO analysis.
Geometry (Å):
C  -1.54917  2.71907  -1.51547  -0.5951
C  -0.29219  1.83633  -1.70647  -0.4165
C  0.88983  2.50907  -1.02716  -0.3864
C  2.20438  1.71873  -0.97201  -0.4765
C  2.10825  0.31586  -0.52119  0.5043
N  1.08236  -0.29914  0.07222  -0.4899
C  1.47026  -1.54323  0.30037  0.5857
N  0.68899  -2.46668  0.87228  -0.5865
C  1.08376  -3.83798  1.09311  -0.0730
Br  2.63563  -3.92274  2.28151  0.0063
C  1.35407  -4.60151  -0.22447  -0.4416
C  0.59254  -5.91987  -0.30211  -0.6072
N  2.74391  -1.72467  -0.12489  -0.3765
N  3.14403  -0.53238  -0.63449  -0.1683
C  4.49789  -0.36222  -1.17530  -0.0590
N  4.55691  -0.70618  -2.57461  -0.8257
H  -1.53339  3.16329  -0.52993  0.2189
H  -2.45544  2.12932  -1.56057  0.2153
H  -1.57877  3.50729  -2.25857  0.2095
H  -0.52600  0.86449  -1.29470  0.2062
H  -0.13672  1.75210  -2.77924  0.2006
H  1.11302  3.39361  -1.61980  0.2226
H  0.61427  2.89022  -0.05135  0.2156
H  2.70925  1.75445  -1.93200  0.2445
H  2.85922  2.21174  -0.25146  0.2497
H  -0.22527  -2.14692  1.14019  0.4422
H  0.23683  -4.30342  1.57269  0.2406
H  2.42042  -4.76560  -0.34557  0.2136
H  1.04697  -3.96895  -1.05192  0.2179
H  1.15695  -6.74979  0.10373  0.2277
H  0.39966  -6.14477  -1.34583  0.2309
H  -0.37700  -5.84463  0.17786  0.2093
H  3.30693  -2.55726  -0.05531  0.4498
H  5.14890  -0.98705  -0.56788  0.1968
H  4.76688  0.67203  -1.02373  0.2298
H  5.25910  -0.15184  -3.04140  0.3893
H  4.76003  -1.68549  -2.70476  0.3719
C  -3.19929  2.93419  2.50445  -0.7210
C  -4.09338  3.33373  1.35270  0.6757
O  -3.66346  3.92362  0.37433  -0.6341
N  -5.40929  3.01214  1.44393  -0.6130
C  -6.09737  2.32173  2.52045  -0.4119
H  -2.18677  3.25945  2.28574  0.2376
H  -3.52687  3.40975  3.42907  0.2330
H  -3.20130  1.85116  2.63542  0.2201
H  -5.94987  3.30814  0.64655  0.4042
H  -6.55976  1.40970  2.13980  0.1988
H  -6.88041  2.96139  2.92925  0.2047
H  -5.40955  2.05973  3.31658  0.2089

charge: +1
total energy: -94960.3410 eV
largest force on an atom: 1.37 eV/A
lowest unoccupied orbital energy: -2.570 eV